No. 1
Computed, not measured: a 13-piece molecular cluster, C23H70F6O12P overall at a distorted geometry, with the ωB97M-V functional and the def2-TZVPD basis.

Each line ends with the Mulliken charge.
Geometry (Å):
1 P 0.689 -0.409 0.462  1.52
2 F 0.536 -2.037 0.683  -0.21
3 F 2.268 -0.667 0.890  -0.31
4 F 0.319 -0.120 2.029  -0.30
5 F -0.839 -0.289 -0.049  -0.20
6 F 1.269 -0.623 -1.102  -0.08
7 F 0.857 1.155 0.164  -0.29
8 O -1.762 -2.614 -1.275  -0.62
9 O -2.210 -1.606 5.504  -0.51
10 O 3.931 -5.066 -1.351  -0.64
11 O -4.999 -0.320 0.149  -0.57
12 O 3.549 2.269 -0.219  -0.62
13 O 6.113 -2.658 2.367  -0.50
14 O -2.835 -0.302 1.987  -0.70
15 O 3.868 -2.229 -1.371  -0.65
16 O -0.356 2.235 -6.129  -0.62
17 O -0.587 6.397 -0.572  -0.59
18 O -0.610 -4.789 3.579  -0.65
19 O -1.461 3.462 5.329  -0.59
20 C 0.433 4.748 4.585  -1.32
21 C 3.707 -4.690 0.974  -1.00
22 C 0.835 1.181 -4.335  -0.97
23 C -1.094 -1.422 -3.241  -0.71
24 C -2.247 5.176 0.571  -0.74
25 C -0.146 -4.002 2.472  0.04
26 C 3.493 -1.954 -2.736  -0.53
27 C 3.120 -5.349 -0.286  0.11
28 C -1.247 5.151 -0.552  0.40
29 C -3.621 1.096 -1.104  -0.35
30 C 3.344 3.203 0.795  -0.33
31 C -5.056 0.584 -0.908  0.42
32 C -0.576 2.909 3.083  -0.98
33 C 5.701 -1.348 2.171  -0.45
34 C -0.509 1.496 -4.934  0.79
35 C -1.373 2.381 -4.026  -0.90
36 C -5.453 -0.160 -2.140  -1.52
37 C -1.220 -2.757 -2.566  1.76
38 C -2.041 -3.793 -3.348  -1.70
39 C -0.804 3.976 4.188  0.76
40 C -0.827 -1.761 5.515  -0.16
41 C -0.273 4.003 -0.568  -0.09
42 C 1.666 -4.815 -0.655  -0.71
43 H -4.676 -0.858 -2.449  0.25
44 H 0.207 3.836 -1.532  0.28
45 H 0.972 4.998 3.671  0.29
46 H -0.373 -1.125 6.275  0.32
47 H -2.804 0.379 -1.189  -0.17
48 H -1.479 -4.433 3.778  0.35
49 H -2.842 6.088 0.518  0.40
50 H -5.743 0.542 -2.923  0.40
51 H -3.572 -0.041 1.436  0.32
52 H 1.250 2.166 -4.120  0.51
53 H -0.421 -1.363 4.586  -0.17
54 H -0.642 -0.717 -2.543  -0.32
55 H 3.265 -1.784 -0.770  0.08
56 H -1.048 0.568 -5.127  0.06
57 H -2.353 2.603 -4.448  0.51
58 H 3.938 -4.106 -1.382  0.47
59 H -1.771 5.221 -1.506  0.23
60 H 1.037 4.109 5.230  0.33
61 H 4.188 3.364 1.466  0.36
62 H 3.278 -4.997 1.929  0.48
63 H 1.507 -3.743 -0.778  -0.17
64 H -5.023 -1.174 -0.287  0.30
65 H 0.069 6.355 0.128  0.35
66 H 0.712 0.670 -3.380  0.00
67 H 0.134 5.621 5.165  0.37
68 H 0.940 -4.930 0.149  0.33
69 H -0.656 -4.260 1.544  0.13
70 H -1.522 4.655 3.727  0.07
71 H -2.065 -0.178 1.432  0.10
72 H -2.067 -4.698 -2.741  0.45
73 H -1.528 -4.064 -4.271  0.37
74 H -0.543 -3.012 2.699  0.01
75 H -5.825 1.292 -0.598  0.29
76 H 6.678 -2.831 1.611  0.30
77 H 0.011 3.409 2.313  -0.32
78 H 3.373 -0.877 -2.850  0.27
79 H -0.215 -3.157 -2.431  -0.56
80 H 4.246 -2.224 -3.476  0.37
81 H 1.287 -5.337 -1.534  0.37
82 H -1.171 2.686 -6.360  0.35
83 H 5.125 -0.897 2.979  0.24
84 H 2.877 1.585 -0.166  0.22
85 H -0.847 3.302 -3.775  0.38
86 H -1.738 5.130 1.534  -0.22
87 H 3.145 4.170 0.333  0.24
88 H 0.931 -4.010 2.306  0.02
89 H -6.359 -0.714 -1.897  0.49
90 H -3.346 1.723 -0.256  0.00
91 H 4.790 -4.771 1.069  0.30
92 H -3.632 1.733 -1.988  0.41
93 H -2.043 -0.945 -3.484  0.27
94 H 5.132 -1.345 1.241  0.07
95 H 0.523 4.153 0.161  0.02
96 H -2.951 4.344 0.567  0.22
97 H -1.311 -1.938 -0.764  0.06
98 H 3.441 -3.635 1.026  0.02
99 H 6.602 -0.747 2.048  0.34
100 H -1.838 2.633 5.026  0.31
101 H 3.095 -6.427 -0.125  0.39
102 H -0.597 -2.817 5.661  0.25
103 H 1.423 0.677 -5.101  0.25
104 H -0.690 3.069 -0.191  -0.37
105 H -0.523 -1.444 -4.169  0.52
106 H -1.578 1.931 -3.055  -0.25
107 H -1.511 2.658 2.581  0.43
108 H -0.051 1.994 3.360  0.67
109 H 2.541 2.905 1.470  -0.06
110 H -2.454 -0.740 5.170  0.30
111 H 2.571 -2.476 -2.992  0.12
112 H -3.034 -3.397 -3.562  0.32

Properties
Electronic energy = -2761.934182 Eh
Total charge = -1
Molar mass = 683.8 u
LUMO level = 2.236 eV
Relative energy (zero: lowest compared OMol25 entry of this formula, charge and spin) = 56.9 kcal per mole
2S+1 = 1



No. 2
Computed, not measured: one molecule with the formula C4H6O2, with the ωB97M-V functional and the def2-TZVPD basis.

Each line ends with the Mulliken charge.
Geometry (Å):
1 O -0.975 0.146 -1.284  -0.41
2 O 0.339 1.846 0.512  -0.56
3 C 0.397 -0.176 -0.974  0.23
4 C -0.284 -1.363 -0.317  -0.76
5 C 0.679 0.502 0.369  -0.33
6 C -0.195 -0.610 1.007  -0.25
7 H 1.728 0.399 0.662  0.37
8 H -1.396 -0.747 -1.463  0.38
9 H -1.153 -0.310 1.445  0.25
10 H 0.327 -1.243 1.735  0.30
11 H -0.534 1.949 0.108  0.35
12 H 1.052 -0.153 -1.849  0.41

Properties
Electronic energy = -306.312551 Eh
Total charge = 0
Molar mass = 86.1 u
LUMO level = 0.284 eV
Relative energy (zero: lowest compared OMol25 entry of this formula, charge and spin) = 121.6 kcal per mole
2S+1 = 1



No. 3
Computed, not measured: a 2-piece molecular cluster, C34H36N3O overall at a distorted geometry, with the ωB97M-V functional and the def2-TZVPD basis.

Each line ends with the Mulliken charge.
Geometry (Å):
1 O -4.525 -2.861 1.174  -0.66
2 N -1.563 -0.941 1.220  0.65
3 N -3.754 -0.732 0.701  0.39
4 N 5.717 -0.937 -4.094  -0.01
5 C -2.715 3.464 3.596  -0.45
6 C 4.988 -3.049 -4.092  -0.77
7 C -3.141 4.201 5.868  -0.44
8 C 2.139 2.268 1.069  0.95
9 C 3.849 -2.180 -4.090  0.88
10 C 1.321 3.345 0.620  -0.23
11 C -3.020 2.132 3.964  0.89
12 C 3.520 2.544 1.288  -0.48
13 C 3.222 4.854 0.613  -0.37
14 C 2.430 -2.583 -4.092  -0.65
15 C 6.131 -2.249 -4.095  0.29
16 C -0.968 -1.679 -2.928  -0.80
17 C 1.859 4.610 0.394  -0.71
18 C -2.664 1.228 1.693  -1.05
19 C -0.768 -2.109 -1.614  0.07
20 C 7.549 -2.629 -4.097  -1.15
21 C 4.050 3.810 1.064  -0.63
22 C -3.379 1.858 5.305  -0.41
23 C 4.339 -0.870 -4.078  -0.89
24 C -2.960 1.055 2.996  -0.11
25 C -5.018 -0.176 0.279  -1.06
26 C -3.439 2.880 6.246  -0.59
27 C -1.535 -3.313 0.463  -1.40
28 C -3.619 -2.037 1.097  0.25
29 C -2.137 -2.272 1.403  0.00
30 C -0.258 -0.649 1.391  -0.72
31 C -1.732 -2.893 -0.975  0.42
32 C -2.780 4.485 4.543  -0.67
33 C 1.610 0.957 1.303  -0.52
34 C -2.881 -3.284 -1.671  -0.24
35 C -3.077 -2.873 -2.989  -0.80
36 C 0.277 0.604 1.108  0.38
37 C -2.124 -2.063 -3.617  -0.68
38 C -2.541 0.065 0.762  -0.58
39 H -5.315 0.657 0.926  0.31
40 H 2.296 0.199 1.685  0.39
41 H 8.073 -2.260 -4.989  0.31
42 H 1.205 5.413 0.045  0.39
43 H -2.429 3.686 2.567  0.19
44 H 6.341 -0.137 -4.101  0.21
45 H 8.076 -2.260 -3.206  0.30
46 H 0.257 3.176 0.447  0.38
47 H -5.785 -0.955 0.315  0.38
48 H -0.409 1.352 0.713  -0.05
49 H 5.113 3.996 1.237  0.38
50 H 4.977 -4.130 -4.092  0.34
51 H -3.624 -3.905 -1.162  0.46
52 H 7.609 -3.721 -4.097  0.28
53 H 3.789 0.061 -4.094  0.41
54 H -3.983 -3.178 -3.516  0.41
55 H -3.170 0.045 3.371  0.21
56 H -2.281 -1.730 -4.643  0.41
57 H -2.545 5.507 4.241  0.38
58 H -0.472 -3.440 0.708  0.54
59 H -3.717 2.652 7.277  0.38
60 H -2.072 -4.250 0.659  0.59
61 H -2.290 0.423 -0.254  0.52
62 H 1.894 -2.194 -4.971  0.30
63 H -3.606 0.823 5.573  0.38
64 H -0.216 -1.041 -3.398  0.53
65 H -2.051 -2.574 2.463  0.40
66 H -3.190 5.003 6.604  0.38
67 H -4.937 0.203 -0.748  0.36
68 H 1.895 -2.215 -3.205  -0.18
69 H 0.137 -1.831 -1.067  0.45
70 H 0.371 -1.462 1.766  0.47
71 H 4.157 1.729 1.639  0.36
72 H -2.480 2.205 1.247  0.61
73 H 3.635 5.847 0.435  0.39
74 H 2.344 -3.676 -4.104  0.31

Properties
Electronic energy = -1556.467737 Eh
Total charge = +1
Molar mass = 502.7 u
LUMO level = -4.805 eV
Relative energy (zero: lowest compared OMol25 entry of this formula, charge and spin) = 0.0 kcal per mole
2S+1 = 1



No. 4
Computed, not measured: C2H9N2O as an isolated structure at a distorted geometry, with the ωB97M-V functional and the def2-TZVPD basis.

Each line ends with the Mulliken charge.
Geometry (Å):
1 O 1.074 -0.184 2.257  -0.63
2 N 0.233 0.311 -1.017  0.02
3 N -0.829 -1.308 0.343  -0.24
4 C -0.840 -0.407 -0.623  0.12
5 C 0.179 0.875 -2.367  -0.74
6 H -0.592 1.678 -2.510  0.40
7 H -0.483 2.715 4.705  0.03
8 H -1.732 -1.641 0.517  0.30
9 H 1.122 1.385 -2.539  0.31
10 H 2.009 -0.244 2.405  0.34
11 H 0.813 -0.716 1.480  0.34
12 H 0.258 2.451 4.827  -0.02
13 H -1.789 -0.172 -1.163  0.36
14 H -0.059 0.186 -3.130  0.41

Properties
Electronic energy = -265.852235 Eh
Total charge = +1
Molar mass = 77.1 u
LUMO level = -10.076 eV
Relative energy (zero: lowest compared OMol25 entry of this formula, charge and spin) = 187.9 kcal per mole
2S+1 = 1



| no. | gap between HOMO and LUMO (eV) |
| --- | --- |
| 1 | 9.4 |
| 2 | 9.4 |
| 3 | 4.6 |
| 4 | 4.5 |